Entry 1:
ORCA calculation (ωB97M-V/def2-TZVPD) on a structure of composition C30H54CsN11O6S2Si at a distorted geometry.

The net charge is -2. The value obtained for the LUMO energy is 0.135 Eh.

Geometry (Å):
C  2.81  0.80  2.30
N  2.26  -2.07  -0.94
N  3.53  1.29  -4.11
H  -3.59  6.44  -4.53
C  3.57  -1.80  -1.31
H  1.14  -2.19  0.99
C  -2.75  5.94  -4.04
C  -4.44  -2.44  3.94
H  1.77  -5.74  -1.16
H  -0.77  2.00  1.79
H  -5.76  -3.98  0.70
C  2.14  -1.12  3.67
C  3.87  -0.51  -1.83
H  1.96  4.21  -3.85
H  -1.87  6.05  -4.68
H  1.59  -1.79  3.01
C  -4.07  -1.87  2.72
H  -1.41  -3.75  -0.94
H  -5.54  -3.96  4.98
O  -1.60  -1.09  2.53
C  5.94  -2.35  -1.27
C  6.25  -1.08  -1.74
H  5.42  2.18  -4.32
H  -5.61  4.47  -3.98
H  2.21  -3.99  -4.35
N  2.07  1.65  3.14
C  0.76  2.01  2.87
C  0.32  -2.87  0.79
H  -2.19  3.18  -5.83
C  -5.39  -3.56  1.62
C  -5.74  -4.12  2.84
C  5.22  -0.18  -1.99
O  -3.29  0.58  2.05
H  -2.54  6.47  -3.11
H  3.54  -1.74  1.36
H  7.28  -0.79  -1.88
C  1.54  2.75  -1.40
H  2.23  -2.40  -3.57
H  -0.31  -4.67  -1.99
H  1.90  2.06  -0.64
H  6.72  -3.07  -1.06
S  -2.88  -0.51  2.93
C  -3.19  3.25  -5.39
C  3.85  0.04  -4.75
H  -0.84  2.76  3.81
N  3.19  -0.38  2.95
C  4.06  -1.26  2.19
H  3.11  -0.71  -4.46
C  -4.56  -2.45  1.53
H  -4.06  -1.98  4.84
N  0.22  1.76  1.76
N  1.98  -4.00  -2.29
N  3.11  1.18  1.13
H  0.30  2.17  4.84
O  -2.85  -1.97  -0.41
H  1.42  -0.45  4.11
N  2.83  0.37  -2.01
H  1.82  3.78  -1.13
O  -4.79  -0.53  -0.26
H  5.47  0.83  -2.32
C  4.36  2.40  -4.50
H  0.20  -3.58  1.62
C  1.53  3.21  -3.81
H  3.66  -3.44  -3.47
C  2.56  -3.43  -3.47
H  -1.57  4.01  -1.75
H  0.44  3.31  -3.65
C  -4.95  4.13  -3.17
C  1.66  -3.17  -1.21
H  3.80  0.18  -5.83
H  -0.60  -2.30  0.72
C  -5.27  -3.55  4.01
H  -3.58  2.23  -5.29
Cs  -1.97  0.45  -0.15
C  -0.51  -4.36  -0.96
H  4.44  -2.03  2.86
H  2.41  1.78  4.08
H  4.24  2.63  -5.56
H  1.88  -6.00  -2.90
H  -0.67  -5.25  -0.35
H  1.71  2.71  -4.76
N  2.09  2.44  -2.71
C  2.25  -5.40  -2.07
H  3.34  -5.59  -1.97
H  -5.27  3.13  -2.86
H  -6.39  -4.99  2.87
H  4.90  -0.69  1.79
H  -3.84  3.79  -6.08
S  -4.30  -1.89  -0.19
Si  -3.11  4.10  -3.69
H  3.51  0.44  0.56
H  0.45  2.71  -1.45
C  2.84  1.32  -2.89
H  -1.86  2.35  -2.40
H  4.35  -3.66  -0.64
H  2.61  -1.71  4.47
O  -5.04  -2.85  -0.99
O  -2.95  -0.17  4.34
H  -5.10  4.80  -2.31
N  0.15  2.66  3.96
N  0.61  -3.59  -0.44
H  4.09  3.29  -3.93
H  4.84  -0.34  -4.49
C  4.61  -2.69  -1.05
C  -1.85  3.42  -2.63

Entry 2:
ORCA calculation (ωB97M-V/def2-TZVPD) on a structure of composition C30H54FeN7Si.

The net charge is +1. The value obtained for the LUMO energy (spin up / spin down) is -0.117 / -0.121 Eh. As for the spin multiplicity: 5.

Geometry (Å):
H  -3.19  -1.90  -2.22
N  3.74  -0.31  0.11
H  -1.72  -4.45  -1.39
N  -0.24  -0.82  2.91
H  -2.01  4.24  -1.67
C  1.60  1.28  -2.35
H  2.76  -0.10  0.31
H  -2.40  1.26  -4.12
H  -1.76  2.35  1.57
H  3.64  -2.75  1.75
H  -3.89  -0.54  -1.37
C  0.78  2.33  2.86
C  1.57  3.38  3.21
H  -2.50  -1.34  -0.69
C  -2.81  3.53  -1.46
H  -0.05  4.18  -1.61
H  1.47  0.35  -2.88
C  0.59  -2.91  -1.09
C  3.80  -1.16  -1.06
N  1.31  1.68  1.77
H  2.51  0.30  3.67
H  1.46  -3.70  -2.91
C  2.05  -0.68  3.73
H  2.56  -1.22  4.54
C  -2.38  2.42  -0.49
C  2.92  -2.40  -1.06
H  -4.28  2.29  0.53
C  0.55  -0.57  4.10
C  2.41  2.34  1.47
H  2.39  1.85  -2.85
C  -2.77  -3.84  0.37
Si  -1.04  1.15  -1.21
H  1.62  3.83  -2.03
C  -0.07  2.52  -3.70
C  0.64  -3.89  -2.22
H  4.56  0.15  1.95
C  -1.00  -0.95  -3.16
C  -2.12  -1.80  4.18
C  3.63  -1.76  2.20
H  -3.19  -1.76  3.96
C  -2.93  0.56  -3.48
H  3.00  -2.88  -2.03
H  1.64  -2.17  2.38
H  -0.98  3.10  -3.75
H  -0.15  2.03  3.30
H  -2.66  3.80  1.14
C  -1.33  -1.49  2.95
C  4.38  -0.74  1.33
H  -3.78  1.07  -3.04
H  3.36  4.03  2.27
H  -1.90  -2.81  4.54
H  3.55  -0.55  -1.93
H  0.75  -4.91  -1.84
C  -2.03  -0.08  -2.41
H  1.48  4.12  3.99
H  -3.40  0.77  0.53
H  5.37  -1.14  1.09
C  -2.74  -3.04  1.51
H  -3.53  -3.11  2.25
H  -3.33  -0.23  -4.12
N  1.53  -2.17  -0.64
H  0.34  0.40  4.54
C  -3.64  1.65  -0.07
N  2.24  -1.35  2.44
H  0.73  3.14  -4.13
H  -3.60  -4.52  0.21
C  0.72  3.42  -1.56
H  1.95  1.05  -1.34
H  -3.17  3.15  -2.41
H  -1.51  -1.79  -3.65
H  -1.91  -1.09  4.98
H  0.94  3.25  -0.51
C  -1.90  3.10  0.79
H  -0.28  -3.84  -2.79
H  -0.23  -1.35  -2.49
H  4.83  -1.49  -1.21
C  -0.68  -2.90  -0.30
C  -2.94  -1.01  -1.62
C  0.32  2.13  -2.27
H  -0.18  1.66  -4.36
H  -0.48  -0.39  -3.94
H  3.31  -3.11  -0.33
H  0.32  -1.32  4.86
H  -3.63  4.10  -1.01
C  -1.67  -2.18  1.67
H  3.09  2.12  0.66
N  2.60  3.37  2.31
H  4.17  -1.85  3.15
N  -0.70  -2.09  0.76
H  -4.22  1.32  -0.93
C  -1.73  -3.79  -0.53
Fe  0.41  -0.18  0.73
H  -0.97  3.65  0.68

Entry 3:
ORCA calculation (ωB97M-V/def2-TZVPD) on a cluster of 8 separate species, C30H54O26P2 in total at a distorted geometry.

As for the SMILES: CCOP(=O)(OCC)OCC.CCOP(=O)(OCC)OCC.O=C1OCCO1.O=C1OCCO1.O=C1OCCO1.O=C1OCCO1.O=C1OCCO1.O=C1OCCO1. The value obtained for the LUMO energy is 0.005 Eh.

Geometry (Å):
C  -6.85  0.85  6.03
H  -4.34  -3.88  -9.14
C  -3.55  -3.18  -9.42
H  4.90  6.99  -10.65
H  7.67  3.81  -2.08
H  -0.80  -2.67  15.18
H  -6.20  -1.17  6.00
H  -4.96  -2.32  -10.99
H  -4.60  -5.50  11.71
C  7.16  4.02  -3.02
H  7.40  3.09  -3.53
O  -0.96  -4.52  10.46
C  -5.85  -8.41  5.34
O  -3.74  -0.29  -7.55
C  -0.90  -3.74  14.98
O  -1.14  -1.22  1.44
H  -3.20  -1.90  -11.18
O  -6.17  -8.97  6.41
O  -1.00  -3.34  12.69
C  2.36  6.67  2.82
C  0.25  -4.09  9.99
H  1.11  -4.77  9.99
H  0.75  -2.92  8.10
O  4.66  2.15  -11.16
C  3.09  0.96  -9.78
C  4.00  6.61  -10.17
H  5.13  1.48  -9.20
H  3.16  7.19  -10.57
C  -8.78  -0.01  6.80
H  2.57  1.07  -10.73
C  -0.56  -4.34  13.66
C  0.02  -1.75  -1.73
C  0.12  6.65  2.24
H  0.69  -3.37  10.68
O  -0.92  -1.93  -0.63
H  7.18  4.85  -15.28
C  3.81  5.08  -10.40
H  8.27  4.88  -4.80
H  6.90  5.82  -12.77
O  -9.80  -0.13  7.56
H  -6.86  -0.65  4.44
O  7.09  2.95  -10.55
H  0.65  -2.61  -1.95
H  1.88  -0.58  -1.34
C  6.48  4.59  -14.48
O  -3.02  -4.48  11.87
O  4.92  4.39  -9.99
O  5.79  4.48  -2.81
H  0.23  0.35  -1.50
H  -4.93  -2.41  11.10
C  -4.02  -2.10  -10.48
H  2.44  4.66  2.01
H  -1.86  -4.12  15.33
H  -6.17  0.87  6.88
H  -6.01  -6.12  3.24
H  0.52  -4.42  13.57
C  -3.78  -1.21  -8.37
H  -0.84  -2.71  8.49
C  4.53  1.22  -10.07
P  -1.85  -3.52  11.35
H  3.27  6.76  2.22
O  -6.41  -7.25  4.91
H  -1.09  -5.28  13.54
H  3.55  4.76  -11.41
H  -5.58  -8.41  2.51
C  5.52  5.61  -3.50
O  -4.95  -8.78  4.47
H  -0.24  -4.23  15.70
C  7.84  5.18  -3.84
C  -6.99  -0.59  5.52
H  2.63  6.95  3.84
O  -4.30  -1.03  -9.62
C  -5.17  -3.38  11.53
H  -5.31  -3.22  12.60
H  8.60  5.73  -3.28
H  2.82  1.74  -9.08
H  -4.01  -4.76  10.21
P  5.75  3.41  -10.98
H  6.17  3.55  -14.54
H  -0.26  -4.26  7.80
H  -4.75  -5.96  4.31
O  5.63  4.14  -12.41
C  0.80  -0.54  -1.22
O  -2.19  -2.10  10.86
C  -0.07  -3.48  8.54
H  -3.97  -8.10  2.93
O  0.62  -0.70  0.16
C  -5.46  -6.72  3.97
H  5.54  5.11  -14.65
C  6.75  4.78  -13.03
H  -6.85  1.69  5.35
H  -0.38  -1.64  -2.73
O  -7.97  1.05  6.85
H  3.01  0.01  -9.25
O  -8.26  -0.93  5.95
H  -2.67  -3.80  -9.59
C  -4.30  -4.56  11.24
O  0.46  5.40  2.49
O  1.30  7.35  2.19
C  -0.56  -1.28  0.39
H  -6.10  -3.84  11.18
O  -3.10  -2.38  -8.36
H  2.95  4.83  -9.78
C  -4.98  -8.00  3.32
O  6.65  5.97  -4.09
O  -1.00  7.16  2.12
C  1.84  5.20  2.75
O  4.46  6.23  -3.49
H  4.08  6.89  -9.12
H  1.88  4.74  3.74
H  5.11  0.39  -10.47
H  7.65  4.23  -12.77

Entry 4:
ORCA calculation (ωB97M-V/def2-TZVPD) on a cluster of 10 separate species, C30H54O30 in total at a distorted geometry.

As for the SMILES: COC(=O)OC.COC(=O)OC.COC(=O)OC.COC(=O)OC.COC(=O)OC.COC(=O)OC.COC(=O)OC.O=C1OCCO1.O=C1OCCO1.O=C1OCCO1. The value obtained for the LUMO energy is 0.011 Eh.

Geometry (Å):
O  2.36  -3.66  -0.38
C  -0.76  6.02  0.61
H  6.02  -4.38  0.64
C  -0.53  -5.04  1.91
O  2.92  1.44  2.85
C  -0.89  7.20  2.61
H  -0.56  0.15  3.57
H  5.02  -0.14  -0.28
H  0.65  2.90  -0.52
H  -1.02  6.95  0.10
O  4.74  -2.76  2.51
H  -1.89  -1.30  -3.20
C  4.01  -0.49  -0.05
C  -3.34  1.43  -2.01
H  -3.14  0.47  -2.47
H  -1.98  7.86  4.87
H  -0.69  -1.64  -1.53
H  -0.45  -6.50  -1.06
H  1.51  -7.48  -1.75
C  6.57  -3.45  0.73
H  0.37  -2.22  -0.19
H  3.40  0.40  0.07
H  -4.25  -6.45  0.74
C  -1.36  -1.86  -3.96
C  -0.59  -1.78  -0.46
C  1.93  3.69  3.97
H  -0.57  -5.54  -2.57
O  -3.35  -3.69  0.01
H  0.22  -5.57  1.35
O  0.92  0.38  -1.01
O  3.93  -1.19  1.19
O  0.48  6.53  -2.47
H  7.09  -3.39  1.68
O  2.37  -5.66  -1.39
O  1.66  2.38  4.48
C  0.77  -2.85  -4.38
C  0.81  2.56  0.50
C  -0.97  -2.96  2.86
H  -1.66  5.41  0.63
O  -0.77  -0.52  0.19
O  0.02  -3.80  -4.97
H  3.62  -1.09  -0.87
H  -5.03  -3.58  1.16
H  -0.85  9.18  4.46
H  1.67  5.29  -3.57
C  2.26  1.37  3.86
H  1.22  -5.48  -5.03
C  2.59  -0.95  4.09
H  0.03  -5.28  -6.35
H  -0.47  7.92  5.71
O  -4.19  -5.44  -1.07
C  0.75  -4.78  -5.72
C  -3.08  2.33  0.05
H  2.26  5.70  -1.93
H  1.86  2.31  0.66
O  1.97  -2.87  -4.34
C  0.07  -5.82  -1.74
C  4.79  -2.15  1.48
C  -0.94  8.14  4.75
H  1.52  -4.30  -6.32
H  -1.37  -0.93  4.67
O  -1.17  5.19  -3.22
H  1.75  3.79  2.91
H  2.20  -1.75  4.71
H  1.60  -6.47  -3.18
O  0.43  -4.64  -1.00
O  -2.31  3.08  -0.77
H  -1.80  -2.85  -3.94
O  -3.67  1.32  -0.63
H  0.02  5.55  0.02
C  -2.89  7.23  -2.96
C  0.13  0.42  -0.11
H  3.68  -0.99  4.17
O  -1.84  7.83  2.25
H  -1.41  -2.40  -0.12
O  -2.05  -3.31  3.26
H  2.96  3.95  4.18
C  1.40  5.44  -2.53
C  -2.20  2.46  -2.06
H  -3.31  6.25  -2.76
O  2.06  0.28  4.58
H  -4.22  1.85  -2.52
C  -3.36  -4.38  -1.14
H  1.24  4.34  4.50
H  -3.70  -4.48  1.90
H  2.36  -1.10  3.04
C  -4.70  -5.58  0.26
H  0.52  3.29  1.24
O  -0.11  -3.73  2.17
O  -0.05  1.44  0.72
O  -0.39  -1.79  3.04
C  1.43  -6.45  -2.10
H  -1.65  -1.46  -4.94
H  -2.93  7.44  -4.03
C  -0.78  6.23  -2.76
C  -1.18  -0.74  3.61
C  -4.23  -4.29  0.97
H  -1.44  -5.04  1.29
H  -2.10  -0.61  3.05
H  0.94  4.53  -2.15
H  -0.91  -5.60  2.77
O  -2.74  -4.08  -2.11
O  -1.53  7.30  -2.50
H  7.32  -3.43  -0.06
O  -0.25  6.27  1.91
O  0.05  -1.87  -3.84
O  -3.22  2.53  1.21
H  -2.37  3.21  -2.83
O  5.69  -2.36  0.50
H  -3.44  7.98  -2.40
H  -1.19  2.06  -2.17
O  -0.28  7.32  3.79
H  -5.78  -5.65  0.23
C  1.77  -4.54  -0.90

Please write out number 2 again, unchanged.
ORCA calculation (ωB97M-V/def2-TZVPD) on a structure of composition C30H54FeN7Si.

The net charge is +1. The value obtained for the LUMO energy (spin up / spin down) is -0.117 / -0.121 Eh. As for the spin multiplicity: 5.

Geometry (Å):
H  -3.19  -1.90  -2.22
N  3.74  -0.31  0.11
H  -1.72  -4.45  -1.39
N  -0.24  -0.82  2.91
H  -2.01  4.24  -1.67
C  1.60  1.28  -2.35
H  2.76  -0.10  0.31
H  -2.40  1.26  -4.12
H  -1.76  2.35  1.57
H  3.64  -2.75  1.75
H  -3.89  -0.54  -1.37
C  0.78  2.33  2.86
C  1.57  3.38  3.21
H  -2.50  -1.34  -0.69
C  -2.81  3.53  -1.46
H  -0.05  4.18  -1.61
H  1.47  0.35  -2.88
C  0.59  -2.91  -1.09
C  3.80  -1.16  -1.06
N  1.31  1.68  1.77
H  2.51  0.30  3.67
H  1.46  -3.70  -2.91
C  2.05  -0.68  3.73
H  2.56  -1.22  4.54
C  -2.38  2.42  -0.49
C  2.92  -2.40  -1.06
H  -4.28  2.29  0.53
C  0.55  -0.57  4.10
C  2.41  2.34  1.47
H  2.39  1.85  -2.85
C  -2.77  -3.84  0.37
Si  -1.04  1.15  -1.21
H  1.62  3.83  -2.03
C  -0.07  2.52  -3.70
C  0.64  -3.89  -2.22
H  4.56  0.15  1.95
C  -1.00  -0.95  -3.16
C  -2.12  -1.80  4.18
C  3.63  -1.76  2.20
H  -3.19  -1.76  3.96
C  -2.93  0.56  -3.48
H  3.00  -2.88  -2.03
H  1.64  -2.17  2.38
H  -0.98  3.10  -3.75
H  -0.15  2.03  3.30
H  -2.66  3.80  1.14
C  -1.33  -1.49  2.95
C  4.38  -0.74  1.33
H  -3.78  1.07  -3.04
H  3.36  4.03  2.27
H  -1.90  -2.81  4.54
H  3.55  -0.55  -1.93
H  0.75  -4.91  -1.84
C  -2.03  -0.08  -2.41
H  1.48  4.12  3.99
H  -3.40  0.77  0.53
H  5.37  -1.14  1.09
C  -2.74  -3.04  1.51
H  -3.53  -3.11  2.25
H  -3.33  -0.23  -4.12
N  1.53  -2.17  -0.64
H  0.34  0.40  4.54
C  -3.64  1.65  -0.07
N  2.24  -1.35  2.44
H  0.73  3.14  -4.13
H  -3.60  -4.52  0.21
C  0.72  3.42  -1.56
H  1.95  1.05  -1.34
H  -3.17  3.15  -2.41
H  -1.51  -1.79  -3.65
H  -1.91  -1.09  4.98
H  0.94  3.25  -0.51
C  -1.90  3.10  0.79
H  -0.28  -3.84  -2.79
H  -0.23  -1.35  -2.49
H  4.83  -1.49  -1.21
C  -0.68  -2.90  -0.30
C  -2.94  -1.01  -1.62
C  0.32  2.13  -2.27
H  -0.18  1.66  -4.36
H  -0.48  -0.39  -3.94
H  3.31  -3.11  -0.33
H  0.32  -1.32  4.86
H  -3.63  4.10  -1.01
C  -1.67  -2.18  1.67
H  3.09  2.12  0.66
N  2.60  3.37  2.31
H  4.17  -1.85  3.15
N  -0.70  -2.09  0.76
H  -4.22  1.32  -0.93
C  -1.73  -3.79  -0.53
Fe  0.41  -0.18  0.73
H  -0.97  3.65  0.68